{"formula": "C44H42Cl5F3N2OP2S2Sn", "method": "the ωB97M-V functional and the def2-TZVPD basis", "symbols": ["Sn", "F", "C", "F", "F", "C", "C", "C", "C", "N", "C", "S", "H", "H", "H", "C", "S", "C", "C", "C", "N", "P", "C", "C", "C", "C", "C", "C", "C", "C", "C", "C", "C", "C", "P", "C", "C", "C", "C", "C", "C", "C", "C", "C", "C", "C", "C", "H", "H", "H", "H", "H", "H", "H", "H", "H", "H", "H", "H", "H", "H", "H", "H", "H", "H", "H", "H", "H", "H", "H", "H", "H", "H", "H", "H", "H", "Cl", "C", "C", "C", "Cl", "C", "Cl", "C", "Cl", "C", "Cl", "C", "C", "O", "C", "C", "H", "H", "H", "H", "H", "H", "H", "H", "H", "H"], "xyz": [[0.120, 0.026, 0.621], [1.506, -4.882, -0.803], [0.340, -5.316, -0.318], [-0.319, -5.909, -1.338], [0.594, -6.254, 0.597], [-0.538, -4.225, 0.256], [-1.749, -4.640, 0.803], [-2.649, -3.710, 1.276], [-2.306, -2.370, 1.199], [-1.141, -1.969, 0.701], [-0.254, -2.865, 0.233], [1.235, -2.131, -0.328], [-1.979, -5.698, 0.841], [-3.597, -4.008, 1.698], [-2.962, -1.592, 1.561], [5.689, 0.754, -3.933], [4.401, -0.503, -3.812], [3.575, -0.206, -5.395], [2.599, 0.974, -5.406], [1.173, 0.611, -5.011], [0.958, 0.378, -3.566], [0.937, 1.327, -2.173], [2.595, 1.833, -1.693], [3.163, 3.018, -2.162], [4.434, 3.380, -1.749], [5.144, 2.567, -0.875], [4.593, 1.376, -0.424], [3.322, 1.015, -0.834], [0.012, 2.808, -2.570], [0.249, 3.987, -1.861], [-0.509, 5.114, -2.123], [-1.521, 5.069, -3.075], [-1.776, 3.892, -3.769], [-1.020, 2.762, -3.510], [0.634, -1.007, -2.700], [-1.132, -1.227, -2.497], [-1.675, -2.517, -2.492], [-3.031, -2.692, -2.280], [-3.853, -1.593, -2.052], [-3.316, -0.315, -2.028], [-1.958, -0.132, -2.239], [1.322, -2.418, -3.564], [2.529, -2.984, -3.159], [3.079, -4.025, -3.889], [2.425, -4.505, -5.014], [1.217, -3.947, -5.418], [0.660, -2.907, -4.696], [6.275, 0.709, -3.017], [5.264, 1.753, -4.030], [6.340, 0.540, -4.780], [3.063, -1.135, -5.660], [4.356, -0.061, -6.141], [2.542, 1.379, -6.420], [2.971, 1.785, -4.776], [0.884, -0.312, -5.516], [0.485, 1.389, -5.345], [2.616, 3.660, -2.841], [4.870, 4.303, -2.107], [6.131, 2.864, -0.546], [5.153, 0.735, 0.244], [2.907, 0.074, -0.500], [1.029, 4.022, -1.115], [-0.310, 6.031, -1.584], [-2.111, 5.952, -3.278], [-2.564, 3.855, -4.507], [-1.244, 1.844, -4.041], [-1.048, -3.378, -2.682], [-3.451, -3.689, -2.308], [-4.914, -1.735, -1.898], [-3.951, 0.543, -1.853], [-1.556, 0.873, -2.224], [3.044, -2.610, -2.286], [4.018, -4.460, -3.579], [2.853, -5.321, -5.579], [0.710, -4.325, -6.295], [-0.286, -2.480, -5.008], [2.858, -0.302, 2.400], [1.481, -0.013, 3.417], [0.254, 0.157, 2.795], [-0.841, 0.476, 3.572], [-2.354, 0.745, 2.768], [-0.747, 0.601, 4.954], [-2.125, 0.998, 5.888], [0.495, 0.400, 5.565], [0.639, 0.544, 7.260], [1.625, 0.095, 4.795], [3.150, -0.122, 5.535], [-2.638, 2.857, -0.114], [-1.819, 3.616, 0.904], [-0.490, 3.105, 0.943], [0.353, 3.972, 1.695], [1.707, 3.333, 1.895], [-3.675, 3.191, -0.058], [-2.613, 1.783, 0.079], [-2.274, 3.048, -1.126], [-2.261, 3.548, 1.904], [-1.788, 4.678, 0.628], [-0.122, 4.200, 2.656], [0.457, 4.924, 1.156], [1.642, 2.467, 2.552], [2.390, 4.049, 2.350], [2.135, 3.024, 0.938]], "lowdin_charge": [1.15, 0.12, -0.59, 0.15, 0.18, -0.09, 0.04, 0.01, -0.09, -0.07, -0.60, 0.72, 0.15, 0.13, 0.09, -0.38, 0.83, -0.45, -0.22, -0.19, -0.37, 0.96, -0.36, -0.09, -0.05, -0.05, -0.06, -0.16, -0.33, -0.09, -0.04, -0.03, -0.05, -0.11, 0.89, -0.35, -0.09, -0.05, -0.04, -0.05, -0.13, -0.37, -0.18, -0.05, -0.03, -0.05, -0.10, 0.03, 0.03, 0.05, 0.07, 0.08, 0.13, 0.09, 0.11, 0.11, 0.11, 0.12, 0.12, 0.12, 0.03, 0.10, 0.12, 0.12, 0.12, 0.10, 0.11, 0.12, 0.12, 0.12, 0.04, 0.06, 0.12, 0.12, 0.12, 0.12, 0.72, -0.71, -0.42, -0.68, 0.76, -0.70, 0.74, -0.69, 0.75, -0.70, 0.74, -0.07, -0.28, -0.27, -0.26, -0.04, 0.10, 0.03, 0.05, 0.11, 0.12, 0.13, 0.12, 0.05, 0.10, 0.06], "e_lumo_ev": -7.2, "total_charge": 2, "homo_lumo_gap_ev": 5.613, "spin_multiplicity": 1, "energy_ev": -168168.79167, "homo_ev": -12.8585}

{"formula": "C3H6NO2", "method": "the ωB97M-V functional and the def2-TZVPD basis", "symbols": ["C", "C", "N", "C", "O", "O", "H", "H", "H", "H", "H", "H"], "xyz": [[1.344, 0.532, 0.145], [0.516, -0.677, -0.392], [-0.806, -0.774, 0.273], [-1.812, 0.276, -0.089], [-1.679, 0.740, -1.276], [-2.491, 0.598, 0.877], [2.116, 0.697, -0.647], [0.615, 1.381, 0.297], [1.816, 0.303, 1.262], [0.322, -0.521, -1.512], [1.042, -1.684, -0.226], [-0.983, -0.870, 1.288]], "nbo_charge": [-0.63, -0.22, -0.76, 0.87, -0.83, -0.78, 0.19, 0.23, 0.17, 0.23, 0.16, 0.38], "e_lumo_ev": 4.3, "smiles": "CCNC(=O)[O-]", "total_charge": -1, "homo_lumo_gap_ev": 8.272, "spin_multiplicity": 1, "energy_ev": -8794.43828, "homo_ev": -3.9455}

{"formula": "C7H7N3", "method": "the ωB97M-V functional and the def2-TZVPD basis", "symbols": ["C", "C", "C", "C", "C", "C", "C", "N", "N", "N", "H", "H", "H", "H", "H", "H", "H"], "xyz": [[-2.137, -1.320, 0.128], [4.637, -0.436, -0.279], [-0.998, 0.663, -0.881], [-2.964, -0.187, 0.207], [-4.223, 0.019, 0.692], [-0.284, -0.582, -0.902], [2.379, -0.053, 0.588], [-2.165, 0.748, -0.367], [-1.025, -1.511, -0.324], [3.572, -0.234, 0.141], [5.637, -0.572, -0.616], [-0.585, 1.562, -1.321], [-4.658, 1.010, 0.670], [-4.802, -0.790, 1.110], [0.649, -0.802, -1.396], [1.966, 0.943, 0.552], [1.923, -0.848, 1.160]], "nbo_charge": [0.57, 0.49, 0.04, 0.00, -0.12, -0.01, -0.04, -0.23, -0.28, -0.28, 0.32, 0.27, 0.26, 0.25, 0.25, 0.25, 0.25], "e_lumo_ev": [-10.3, -9.6], "total_charge": 2, "homo_lumo_gap_ev": [6.253, 8.788], "spin_multiplicity": 1, "energy_ev": -11817.79177, "homo_ev": [-16.5086, -18.3666]}

{"formula": "C18H45MgN9O8", "method": "the ωB97M-V functional and the def2-TZVPD basis", "symbols": ["Mg", "C", "C", "C", "O", "H", "H", "H", "H", "H", "H", "H", "C", "C", "O", "O", "H", "H", "H", "C", "O", "N", "N", "H", "H", "H", "H", "C", "O", "N", "N", "H", "H", "H", "H", "C", "O", "N", "N", "H", "H", "H", "H", "C", "O", "N", "N", "H", "H", "H", "H", "C", "C", "C", "C", "C", "C", "N", "O", "C", "C", "C", "H", "H", "H", "H", "H", "H", "H", "H", "H", "H", "H", "H", "H", "H", "H", "H", "H", "H", "H"], "xyz": [[1.892, 2.887, 2.792], [-1.785, 4.764, 4.616], [-0.529, 4.960, 3.666], [0.496, 5.919, 4.080], [0.130, 3.713, 3.262], [-1.465, 4.672, 5.654], [-2.309, 3.825, 4.435], [-2.445, 5.627, 4.698], [-1.014, 5.420, 2.806], [-0.075, 6.767, 4.459], [1.261, 6.175, 3.347], [1.011, 5.447, 4.916], [0.346, 0.598, 0.053], [1.081, 1.418, 1.107], [1.632, 1.031, 2.179], [1.210, 2.590, 0.892], [-0.646, 0.990, -0.172], [0.221, -0.455, 0.309], [0.778, 0.794, -0.928], [2.528, 1.146, 5.423], [2.285, 2.138, 4.856], [1.829, 0.039, 5.231], [3.428, 0.981, 6.273], [1.456, -0.130, 4.308], [2.044, -0.782, 5.779], [3.362, 0.144, 6.833], [3.953, 1.763, 6.637], [-2.515, 0.605, -2.595], [-1.409, 0.621, -3.173], [-3.570, 1.291, -2.877], [-2.720, -0.264, -1.590], [-3.892, 1.761, -2.043], [-3.557, 1.840, -3.724], [-3.690, -0.327, -1.316], [-1.966, -0.752, -1.128], [2.068, 2.430, -2.925], [1.765, 3.591, -3.244], [2.533, 2.083, -1.810], [1.886, 1.323, -3.685], [2.795, 1.121, -1.650], [2.208, 2.597, -1.004], [1.651, 1.421, -4.662], [2.290, 0.423, -3.470], [-3.698, 3.041, 1.165], [-4.300, 2.856, 0.159], [-2.497, 2.471, 1.457], [-4.108, 3.701, 2.211], [-2.069, 1.917, 0.729], [-1.919, 2.926, 2.150], [-3.590, 4.006, 3.022], [-5.104, 3.865, 2.263], [2.516, -2.134, -2.507], [1.664, -3.517, -2.493], [2.011, -4.281, -1.239], [0.857, -5.380, -0.963], [-0.521, -4.720, -0.955], [-0.888, -3.956, -2.256], [0.247, -3.044, -2.686], [-0.112, -2.316, -3.826], [-1.263, -4.979, -3.307], [-2.165, -3.058, -1.895], [2.118, -4.376, -3.738], [3.561, -2.363, -2.299], [2.198, -1.467, -1.705], [2.450, -1.692, -3.501], [3.072, -4.530, -1.203], [1.930, -3.753, -0.288], [0.976, -5.933, -0.031], [0.959, -6.207, -1.666], [-0.825, -4.166, -0.067], [-1.127, -5.621, -0.855], [-0.694, -5.909, -3.318], [-2.338, -5.058, -3.467], [-1.030, -4.553, -4.283], [-2.389, -2.402, -2.736], [-3.080, -3.641, -1.791], [-1.819, -2.468, -1.046], [1.387, -5.157, -3.950], [3.044, -4.944, -3.651], [2.295, -3.865, -4.684], [-0.301, -1.496, -3.364]], "lowdin_charge": [0.96, -0.06, -0.54, -0.10, -0.35, 0.06, 0.05, 0.07, 0.11, 0.08, 0.08, 0.08, 0.04, -0.70, -0.07, -0.02, 0.05, 0.09, 0.06, -0.81, 0.06, 0.19, 0.21, 0.11, 0.11, 0.13, 0.14, -0.72, 0.00, 0.18, 0.14, 0.09, 0.13, 0.12, 0.07, -0.75, 0.02, 0.16, 0.16, 0.11, 0.10, 0.11, 0.06, -0.76, 0.06, 0.18, 0.17, 0.07, 0.07, 0.07, 0.12, -0.03, -0.44, -0.12, -0.16, -0.15, -0.45, -0.12, 0.00, -0.05, -0.03, -0.03, 0.07, 0.06, 0.06, 0.11, 0.11, 0.10, 0.10, 0.11, 0.12, 0.08, 0.08, 0.08, 0.07, 0.09, 0.05, 0.06, 0.07, 0.08, 0.07], "e_lumo_ev": -0.6, "homo_lumo_gap_ev": 7.497, "spin_multiplicity": 1, "energy_ev": -54633.24483, "homo_ev": -8.0855}